{"formula": "C5H10O2", "method": "the ωB97M-V functional and the def2-TZVPD basis", "smiles": "C[C@@H]1[C@H](O)C[C@@H]1O", "total_energy_ev": -9440.943, "lumo_energy_ev": 0.9, "relative_energy_kcal_mol": 48.4, "symbols": ["C", "C", "C", "O", "C", "C", "O", "H", "H", "H", "H", "H", "H", "H", "H", "H", "H"], "positions_angstrom": [[-1.737474, -0.578271, -0.351682], [-0.670514, 0.172269, 0.449179], [0.359493, 1.237923, -0.123101], [0.338788, 1.760994, -1.427343], [1.486365, 0.220062, 0.015783], [0.558484, -0.727500, 0.771744], [0.468519, -2.008230, 0.180565], [-2.628001, 0.045548, -0.458343], [-2.037978, -1.494324, 0.187839], [-1.383401, -0.913593, -1.325957], [-1.184606, 0.575756, 1.333333], [0.494853, 2.064740, 0.595773], [-0.320932, 2.460373, -1.465011], [2.390965, 0.552295, 0.525618], [1.708232, -0.203330, -0.969161], [0.789696, -0.806419, 1.838627], [1.367512, -2.358295, 0.222143]], "forces_ev_per_a": [[0.0235, 0.1490, -0.0860], [-0.0580, -0.3111, 0.1586], [0.2830, 0.0393, 0.3127], [-0.5921, -0.0314, -0.1477], [0.0848, 0.0803, -0.0180], [-0.0781, 0.2342, 0.2163], [0.2289, -0.2188, 0.2708], [0.0581, -0.0600, -0.2101], [0.1979, 0.4701, -0.0780], [-0.0362, 0.1839, -0.0380], [0.3659, -0.1257, -0.0501], [-0.2716, -0.2472, -0.1000], [-0.0155, 0.0104, -0.1052], [0.0383, -0.0297, -0.1495], [0.0973, 0.1050, 0.1307], [-0.1061, -0.0337, 0.0101], [-0.2199, -0.2145, -0.1167]]}